No. 1
Here is the molecule C5H8N2 from the Open Molecules 2025 dataset. Energies are from ωB97M-V/def2-TZVPD.

Each line ends with the Löwdin charge.
Geometry (Å):
1 C -2.62 -0.49 -0.49  -0.136
2 N -1.40 0.28 -0.39  -0.016
3 C -0.33 -0.36 -0.10  -0.193
4 C 0.90 0.24 0.32  -0.243
5 C 2.23 -0.31 -0.11  -0.064
6 C 0.89 1.53 1.00  -0.268
7 N -0.05 2.23 0.58  0.207
8 H -3.09 -0.28 -1.46  0.075
9 H -3.31 -0.15 0.29  0.081
10 H -2.47 -1.57 -0.39  0.068
11 H -0.30 -1.47 -0.11  0.121
12 H 2.62 0.20 -1.00  0.093
13 H 2.15 -1.37 -0.35  0.078
14 H 2.97 -0.18 0.69  0.080
15 H 1.77 1.86 1.57  0.115

The HOMO energy (alpha / beta) is -8.1 / -8.7 eV. The net charge is 0. The molar mass comes out at 96.13 g/mol. The calculation puts the energy above the lowest of the compared OMol25 structures with the same formula, charge and spin at 4.191 eV.

***

No. 2
Here is the molecule C5H8N2 from the Open Molecules 2025 dataset. Energies are from ωB97M-V/def2-TZVPD.

Each line ends with the Löwdin charge.
Geometry (Å):
1 C -2.09 0.27 0.00  -0.083
2 C -0.81 -0.53 -0.11  -0.236
3 N 0.33 0.00 0.70  -0.091
4 C 1.40 -0.87 0.45  -0.123
5 C 2.33 -0.18 -0.25  -0.136
6 N 1.95 1.16 -0.36  0.078
7 C 0.79 1.22 0.20  -0.204
8 H -2.77 -0.07 -0.79  0.078
9 H -2.57 0.13 0.97  0.078
10 H -1.91 1.34 -0.15  0.064
11 H -0.40 -0.55 -1.14  0.129
12 H -0.98 -1.57 0.18  0.116
13 H 1.32 -1.91 0.74  0.116
14 H 3.22 -0.56 -0.73  0.095
15 H 0.20 2.12 0.29  0.120

The HOMO energy is -9.1 eV. The net charge is 0. The molar mass comes out at 96.13 g/mol. The calculation puts the energy above the lowest of the compared OMol25 structures with the same formula, charge and spin at 1.026 eV. The SMILES is CCn1ccnc1.

***

no.,calculated total energy (hartree)
1,-304.6815
2,-304.7978